DFT (ωB97M-V/def2-TZVPD) results for a molecular structure, C20H26N3O2SScSe3.

The total energy comes out at -257305.7416 eV. The value obtained for the LUMO energy is -0.452 eV. As for the HOMO energy: -7.26 eV.

Structure (ORCA input):
```
! wB97M-V def2-TZVPD RIJCOSX def2/J DEFGRID3
* xyz 0 1
Sc -0.3469 -0.6095 -1.0018
C -2.3125 2.3805 -0.9741
C -0.9019 2.8551 -1.0893
C -0.6483 4.2431 -1.0851
C 0.6322 4.7006 -1.1220
C 1.6948 3.7767 -1.1916
C 3.0385 4.2001 -1.2365
C 4.0344 3.2771 -1.4010
C 3.7247 1.9168 -1.4996
C 2.4232 1.4536 -1.4258
S 2.1258 -0.2522 -1.5789
C 1.3647 2.3955 -1.2561
N 0.0691 1.9567 -1.1706
H -3.0024 3.2104 -0.8378
H -2.4178 1.6998 -0.1270
H -2.6109 1.8329 -1.8692
H -1.4807 4.9324 -1.0501
H 0.8503 5.7622 -1.1185
H 3.2568 5.2582 -1.1581
H 5.0667 3.5969 -1.4725
H 4.5104 1.1865 -1.6445
O -3.7701 -2.9855 1.6273
C -2.5499 -3.2852 0.9626
C -2.8403 -3.7275 -0.4683
C -3.8090 -4.9369 -0.3656
O -4.2498 -5.4434 -1.6141
C -3.5876 -2.6596 -1.2643
Se -2.9009 -0.8056 -1.3257
C -1.5757 -4.2181 -1.1689
Se 0.1128 -3.1860 -0.9505
H -3.5694 -2.4836 2.4198
H -2.0066 -4.0914 1.4743
H -1.8973 -2.4112 0.9390
H -4.6539 -4.6463 0.2637
H -3.2901 -5.7650 0.1219
H -4.8743 -4.8267 -2.0021
H -4.5837 -2.5245 -0.8439
H -3.6766 -2.9595 -2.3065
H -1.7369 -4.2940 -2.2405
H -1.3090 -5.2048 -0.7943
C 1.0383 2.7692 2.1359
N 2.0088 1.6977 2.0592
C 3.3702 1.8160 2.2264
C 3.8844 0.5689 2.1675
N 2.8358 -0.2992 1.9730
C 2.9260 -1.7450 1.9093
C 1.6924 0.3967 1.8928
Se -0.0221 -0.3018 1.7410
H 1.5593 3.7233 2.1260
H 0.4492 2.6723 3.0471
H 0.3572 2.7158 1.2911
H 3.8492 2.7693 2.3580
H 4.9012 0.2269 2.2390
H 3.9728 -2.0314 1.9641
H 2.5010 -2.1111 0.9774
H 2.3747 -2.1864 2.7385
*
```